{
  "formula": "C25H26N5OPdS",
  "method": "the ωB97M-V functional and the def2-TZVPD basis",
  "elements": ["Pd", "C", "C", "N", "C", "C", "C", "C", "C", "C", "C", "N", "C", "C", "C", "C", "C", "C", "C", "C", "N", "C", "H", "H", "H", "H", "H", "H", "H", "H", "H", "H", "H", "H", "S", "C", "N", "C", "C", "C", "N", "H", "H", "H", "H", "H", "H", "H", "H", "C", "O", "C", "C", "H", "H", "H", "H", "H", "H"],
  "xyz": [[-0.046610, -0.848548, 0.139039], [4.301057, -1.032992, 0.262090], [2.969267, -1.154120, -0.164715], [1.959691, -0.743132, 0.566763], [2.181014, -0.177016, 1.794228], [3.486789, -0.059832, 2.310805], [4.551264, -0.494479, 1.490447], [3.685604, 0.457406, 3.611884], [2.583158, 0.803123, 4.348394], [1.277759, 0.714425, 3.848949], [1.020652, 0.273818, 2.545460], [-0.145168, 0.166479, 1.890561], [-1.425639, 0.566140, 2.253627], [-1.779296, 1.459045, 3.274375], [-3.117700, 1.775870, 3.494689], [-4.118699, 1.233323, 2.713667], [-3.806204, 0.382096, 1.635310], [-4.788619, -0.140735, 0.744879], [-4.362432, -0.926626, -0.338836], [-3.027869, -1.170453, -0.535741], [-2.059179, -0.682934, 0.288836], [-2.444690, 0.068615, 1.397817], [5.099046, -1.373131, -0.383555], [2.720336, -1.601519, -1.116816], [5.566366, -0.398399, 1.859114], [4.689238, 0.547590, 4.006896], [2.716466, 1.165004, 5.362134], [0.460556, 0.975495, 4.498856], [-1.020850, 1.943567, 3.865837], [-3.370274, 2.466923, 4.290926], [-5.158035, 1.483582, 2.894983], [-5.834932, 0.080172, 0.911930], [-5.075813, -1.344023, -1.039210], [-2.668209, -1.744107, -1.380590], [1.408512, 3.117144, 0.014584], [0.091028, 2.692674, -0.941925], [0.238990, 2.525969, -2.277633], [-0.839757, 2.234486, -3.205010], [-1.918523, 1.454205, -2.475720], [-2.321441, 2.218755, -1.229886], [-1.137606, 2.522645, -0.438414], [1.154971, 2.757926, -2.618808], [-0.432990, 1.651496, -4.033071], [-1.257268, 3.160739, -3.620844], [-1.533233, 0.475489, -2.183252], [-2.783952, 1.307596, -3.122559], [-3.000868, 1.627663, -0.621195], [-2.836195, 3.147756, -1.504566], [-1.199198, 2.529683, 0.568819], [-0.546383, -3.866679, -0.694546], [0.048298, -3.170412, -1.767814], [0.017969, -1.781691, -1.663072], [0.706412, -1.226882, -2.871096], [-1.580186, -3.546811, -0.535349], [0.007236, -3.702288, 0.235437], [-0.524171, -4.926320, -0.952344], [0.169760, -1.492760, -3.792438], [1.728887, -1.625939, -2.993061], [0.774862, -0.140069, -2.806669]],
  "forces_ev_per_a": [[0.01, 0.17, -0.04], [-0.02, 0.01, 0.00], [0.01, -0.03, -0.02], [-0.12, 0.02, -0.06], [-0.01, 0.00, 0.01], [0.03, 0.00, -0.02], [0.00, 0.00, 0.01], [-0.03, 0.00, 0.00], [0.03, 0.00, 0.01], [-0.04, -0.01, -0.05], [0.06, 0.04, 0.03], [-0.04, -0.11, -0.01], [0.06, 0.00, -0.04], [0.00, -0.01, -0.01], [-0.02, -0.01, -0.02], [0.01, 0.02, 0.02], [0.01, 0.01, -0.05], [0.01, -0.01, 0.00], [0.00, 0.01, 0.02], [-0.02, 0.01, -0.03], [0.01, -0.09, 0.01], [0.01, 0.04, -0.01], [0.00, -0.01, 0.00], [0.00, 0.01, 0.02], [0.00, 0.00, 0.00], [0.00, 0.00, 0.00], [-0.01, 0.00, 0.00], [0.00, 0.01, 0.01], [0.01, 0.00, 0.01], [0.00, 0.00, 0.00], [0.00, 0.00, 0.00], [0.00, 0.00, 0.00], [0.00, 0.00, 0.00], [0.00, 0.02, 0.00], [0.09, -0.02, 0.04], [-0.09, 0.03, -0.06], [-0.03, 0.10, 0.02], [-0.01, -0.05, 0.01], [0.03, 0.01, -0.02], [0.02, -0.04, 0.01], [0.04, 0.04, 0.00], [0.01, -0.04, 0.01], [0.01, -0.01, 0.00], [0.01, 0.00, 0.00], [0.00, -0.03, 0.00], [-0.01, 0.00, 0.00], [-0.03, -0.02, 0.04], [0.01, 0.01, 0.01], [-0.02, -0.04, 0.00], [0.00, 0.01, 0.01], [0.03, 0.02, -0.07], [-0.03, -0.06, 0.19], [-0.02, -0.01, 0.03], [0.03, -0.03, 0.01], [-0.01, 0.00, 0.00], [-0.01, 0.00, 0.01], [0.01, 0.01, -0.01], [0.00, 0.01, -0.03], [0.02, 0.01, 0.01]],
  "lowdin_charge": [0.956, -0.057, -0.109, -0.002, -0.148, -0.171, -0.021, -0.083, -0.106, -0.031, -0.239, -0.048, -0.237, -0.061, -0.129, -0.083, -0.209, -0.088, -0.131, -0.210, -0.070, -0.193, 0.098, 0.090, 0.111, 0.094, 0.096, 0.077, 0.076, 0.087, 0.093, 0.081, 0.084, 0.083, 0.519, -0.909, -0.008, -0.192, -0.167, -0.157, 0.030, 0.104, 0.110, 0.112, 0.079, 0.118, 0.098, 0.120, 0.107, -0.143, -0.221, -0.402, -0.155, 0.061, 0.066, 0.077, 0.067, 0.052, 0.038],
  "s2": 2.025,
  "gap_ha": [0.171, 0.235],
  "lumo_ev": [2.833, 2.838],
  "energy_ev": -50161.0208,
  "e_homo_ev": [-1.81, -3.55],
  "total_charge": -1,
  "multiplicity": 3
}

***

{
  "formula": "C25H26N8Rh",
  "method": "the ωB97M-V functional and the def2-TZVPD basis",
  "elements": ["Rh", "C", "C", "C", "C", "C", "C", "C", "N", "N", "C", "C", "C", "C", "C", "C", "N", "C", "C", "C", "C", "C", "C", "N", "H", "H", "H", "H", "H", "H", "H", "H", "H", "H", "H", "H", "H", "H", "H", "H", "H", "H", "H", "H", "N", "C", "C", "N", "C", "C", "N", "C", "C", "N", "H", "H", "H", "H", "H", "H"],
  "xyz": [[0.236996, -0.366839, 0.092982], [-1.032753, 0.755149, -2.383188], [0.362722, 1.179350, -2.819485], [1.457778, 0.169858, -2.630328], [2.155742, -0.347327, -3.714204], [3.324559, -1.059483, -3.494243], [3.780839, -1.240207, -2.193926], [2.992601, -0.777919, -1.158179], [1.852579, -0.113310, -1.378127], [-1.323254, 0.946357, -0.938556], [-1.276195, 2.370549, -0.540906], [0.000410, 2.751718, 0.144768], [0.277215, 4.073682, 0.463853], [1.477513, 4.384231, 1.080265], [2.381902, 3.365234, 1.356822], [2.023920, 2.070108, 1.043034], [0.853666, 1.778317, 0.460382], [-2.652155, 0.385886, -0.632664], [-2.642069, -1.109090, -0.582221], [-3.834527, -1.817069, -0.557761], [-3.798085, -3.199445, -0.515321], [-2.564101, -3.836150, -0.539151], [-1.419475, -3.065642, -0.536577], [-1.456182, -1.724857, -0.532836], [-1.194835, -0.293020, -2.630948], [-1.758697, 1.339978, -2.957526], [0.659514, 2.087556, -2.289654], [0.322161, 1.436173, -3.876392], [1.802241, -0.159485, -4.719148], [3.891239, -1.443469, -4.332904], [4.720647, -1.727594, -1.977333], [3.284983, -0.928975, -0.127155], [-2.092768, 2.578605, 0.150732], [-1.439957, 3.011589, -1.411434], [-0.442636, 4.847002, 0.227838], [1.711012, 5.409367, 1.335814], [3.341209, 3.569899, 1.809952], [2.687743, 1.244471, 1.260030], [-3.382645, 0.716132, -1.378225], [-2.988150, 0.747662, 0.340040], [-4.772230, -1.276804, -0.568247], [-4.715744, -3.771884, -0.483516], [-2.486439, -4.913803, -0.556098], [-0.451890, -3.539751, -0.562624], [0.441597, -1.608629, 4.143819], [-0.095796, -0.404093, 4.508399], [-0.314321, 0.281928, 3.349000], [0.085794, -0.495726, 2.297827], [0.536096, -1.636581, 2.802460], [1.089341, -2.618440, 1.909647], [1.239287, -2.308744, 0.626485], [1.777904, -3.404155, 0.003712], [1.959579, -4.386094, 0.933044], [1.517658, -3.875339, 2.124610], [0.720780, -2.326263, 4.796125], [-0.275752, -0.129056, 5.533759], [-0.726705, 1.266900, 3.213688], [2.026921, -3.411790, -1.044118], [2.354133, -5.383061, 0.832874], [1.517381, -4.379107, 2.999534]],
  "forces_ev_per_a": [[-0.42, 1.31, -0.70], [-0.02, 0.07, -0.48], [-0.13, -0.11, 0.15], [0.49, 0.01, -0.40], [-0.01, 0.23, 0.13], [0.09, -0.10, -0.01], [-0.08, 0.24, 0.04], [0.27, -0.08, -0.05], [-1.62, -0.58, -0.27], [1.31, -0.78, 0.84], [0.00, 0.28, 0.13], [-0.05, 0.10, -0.04], [0.04, -0.04, -0.02], [0.01, 0.00, -0.01], [-0.11, -0.08, -0.05], [0.25, 0.24, 0.15], [0.47, -1.78, 0.32], [-0.27, -0.33, 0.31], [-0.23, 0.03, -0.05], [0.14, 0.06, -0.07], [-0.02, -0.03, -0.02], [0.00, 0.11, -0.04], [-0.20, -0.26, -0.12], [1.36, 0.06, 0.67], [-0.07, 0.00, 0.06], [-0.09, 0.01, 0.15], [0.04, 0.07, -0.12], [-0.05, 0.00, 0.00], [0.05, 0.05, 0.00], [-0.01, -0.02, 0.01], [0.00, -0.02, -0.03], [-0.08, -0.04, -0.03], [-0.08, -0.06, -0.05], [0.01, -0.05, -0.01], [0.01, -0.01, -0.05], [0.00, 0.01, -0.02], [-0.01, -0.02, 0.03], [-0.05, -0.03, -0.01], [0.05, 0.13, 0.03], [0.08, 0.12, 0.00], [-0.02, -0.03, -0.05], [0.00, 0.00, -0.01], [0.01, 0.00, 0.01], [-0.04, 0.06, 0.07], [0.02, -0.06, -0.03], [-0.09, 0.25, -0.11], [-0.13, 0.05, 0.13], [-0.81, -0.25, -0.82], [-0.06, 0.20, 0.29], [0.16, -0.36, -0.26], [-0.34, 1.52, 0.61], [0.25, -0.12, -0.07], [-0.02, 0.06, -0.30], [-0.07, 0.10, 0.10], [0.04, -0.03, -0.01], [0.03, -0.06, 0.01], [0.00, -0.01, 0.03], [-0.04, -0.03, 0.02], [0.02, 0.01, 0.06], [0.00, 0.00, 0.01]],
  "lowdin_charge": [1.225, -0.142, -0.085, -0.250, 0.031, 0.014, -0.012, -0.134, 0.004, -0.191, -0.083, -0.252, 0.029, 0.014, 0.000, -0.097, 0.017, -0.099, -0.248, 0.030, 0.014, 0.001, -0.085, 0.031, 0.132, 0.148, 0.126, 0.140, 0.137, 0.138, 0.132, 0.115, 0.144, 0.157, 0.143, 0.138, 0.132, 0.116, 0.159, 0.146, 0.142, 0.138, 0.131, 0.091, 0.160, -0.009, -0.078, 0.012, -0.245, -0.237, -0.005, -0.112, -0.005, 0.167, 0.187, 0.145, 0.122, 0.129, 0.147, 0.187],
  "gap_ha": 0.255,
  "lumo_ev": -10.395,
  "e_above_lowest_kcal_mol": 20.2,
  "energy_ev": -41252.0251,
  "e_homo_ev": -17.32,
  "total_charge": 3
}

***

{
  "formula": "C25H27AgCl2N2O2",
  "method": "the ωB97M-V functional and the def2-TZVPD basis",
  "elements": ["Ag", "C", "C", "C", "C", "C", "C", "C", "N", "C", "C", "C", "C", "C", "C", "C", "N", "C", "C", "C", "C", "H", "H", "H", "H", "H", "H", "H", "H", "H", "H", "H", "H", "H", "H", "H", "H", "H", "H", "H", "H", "H", "H", "H", "H", "Cl", "C", "C", "C", "Cl", "C", "O", "C", "C", "O", "C", "H", "H", "H"],
  "xyz": [[0.000188, -3.933904, -1.374686], [3.370123, 2.011875, 0.550429], [3.929287, 1.271491, -0.673217], [3.758524, 2.143744, -1.919796], [5.423585, 1.023162, -0.458190], [3.149804, -0.036332, -0.810072], [3.635209, -1.239042, -0.284663], [2.919745, -2.406245, -0.506845], [1.727559, -2.441804, -1.078229], [1.104726, -1.241046, -1.309764], [1.905654, -0.066649, -1.407515], [-1.104599, -1.241058, -1.309795], [-1.905786, -0.066759, -1.407365], [-3.149673, -0.036516, -0.809955], [-3.634856, -1.239217, -0.284464], [-2.919661, -2.406342, -0.506558], [-1.727359, -2.441924, -1.078153], [-3.929320, 1.271366, -0.672985], [-3.369950, 2.011810, 0.550554], [-5.423541, 1.022874, -0.457669], [-3.758839, 2.143554, -1.919642], [3.900228, 2.955573, 0.703543], [3.477732, 1.410657, 1.456196], [2.308243, 2.235795, 0.419966], [4.361514, 3.048706, -1.816781], [2.725431, 2.460178, -2.068097], [4.084431, 1.619129, -2.820377], [5.949326, 1.980016, -0.437332], [5.853440, 0.418633, -1.260088], [5.626762, 0.524287, 0.490726], [4.602318, -1.305820, 0.189566], [3.353002, -3.364237, -0.240999], [1.446243, 0.811004, -1.842720], [-1.446340, 0.810985, -1.842605], [-4.602006, -1.306071, 0.189922], [-3.352702, -3.364384, -0.240648], [-3.477302, 1.410571, 1.456333], [-3.900081, 2.955449, 0.703707], [-2.308084, 2.235722, 0.419835], [-5.626419, 0.523978, 0.491316], [-5.853494, 0.418284, -1.259447], [-5.949319, 1.979710, -0.436709], [-2.725834, 2.460206, -2.068096], [-4.361939, 3.048439, -1.816524], [-4.084821, 1.618880, -2.820142], [-0.000402, 0.751445, 4.936258], [-0.000210, -0.494612, 3.713841], [-0.000204, -1.858191, 4.141753], [-0.000115, -2.858891, 3.243008], [-0.000103, -4.505825, 3.787846], [0.000006, -2.632072, 1.790862], [0.000106, -3.592827, 1.017477], [0.000039, -1.223732, 1.391917], [0.000115, -0.783774, 0.069596], [-0.000011, -1.358644, -2.203420], [-0.000062, -0.193726, 2.406128], [-0.000287, -2.085130, 5.199981], [0.000071, 0.304286, 0.030382], [-0.000064, 0.842972, 2.092384]],
  "forces_ev_per_a": [[0.00, -0.05, 0.18], [-0.05, 0.05, 0.06], [-0.06, -0.09, -0.03], [0.02, 0.07, -0.05], [0.09, 0.01, 0.00], [-0.11, 0.14, -0.04], [0.02, -0.19, 0.02], [0.07, 0.03, 0.11], [-0.18, 0.04, -0.15], [-0.02, -0.40, -0.46], [0.19, 0.25, 0.12], [0.02, -0.40, -0.46], [-0.17, 0.26, 0.12], [0.10, 0.15, -0.04], [-0.03, -0.19, 0.02], [-0.06, 0.02, 0.11], [0.18, 0.04, -0.15], [0.06, -0.09, -0.03], [0.05, 0.05, 0.05], [-0.08, 0.01, 0.00], [-0.02, 0.07, -0.05], [0.00, -0.03, -0.03], [0.00, 0.00, -0.03], [0.03, -0.01, -0.01], [-0.02, -0.02, 0.00], [0.01, -0.01, 0.02], [0.00, -0.01, 0.03], [-0.01, -0.02, 0.00], [-0.04, 0.02, 0.00], [-0.03, 0.02, -0.01], [-0.02, 0.00, -0.01], [-0.02, 0.00, -0.02], [0.04, -0.02, 0.00], [-0.04, -0.02, 0.00], [0.02, 0.00, -0.01], [0.02, 0.00, -0.02], [0.00, 0.00, -0.03], [0.00, -0.03, -0.03], [-0.03, -0.01, -0.01], [0.03, 0.02, -0.02], [0.04, 0.02, 0.00], [0.01, -0.02, 0.00], [-0.01, -0.01, 0.02], [0.02, -0.02, 0.00], [0.00, -0.01, 0.03], [0.00, -0.13, -0.12], [0.00, -0.11, 0.27], [0.00, 0.17, 0.22], [0.00, -0.15, -0.12], [0.00, 0.13, -0.10], [0.00, 0.08, 0.11], [0.00, -0.08, -0.02], [0.00, 0.15, 0.17], [0.00, 0.03, 0.32], [0.00, 0.31, 0.38], [0.00, -0.07, -0.20], [0.00, 0.03, -0.01], [0.00, 0.05, -0.10], [0.00, -0.03, -0.04]],
  "lowdin_charge": [0.774, -0.038, -0.555, -0.053, -0.064, -0.164, -0.011, -0.125, 0.050, -0.433, 0.043, -0.433, 0.043, -0.164, -0.011, -0.125, 0.050, -0.555, -0.038, -0.064, -0.053, 0.087, 0.091, 0.082, 0.086, 0.074, 0.095, 0.085, 0.094, 0.078, 0.099, 0.116, 0.122, 0.123, 0.099, 0.116, 0.091, 0.087, 0.082, 0.078, 0.094, 0.085, 0.074, 0.086, 0.095, 0.647, -0.666, -0.123, -0.574, 0.697, -0.388, -0.068, -0.115, 0.064, -0.018, -0.070, 0.106, 0.105, 0.111],
  "gap_ha": 0.213,
  "lumo_ev": -1.294,
  "energy_ev": -62479.4068,
  "e_homo_ev": -7.10,
  "total_charge": 0
}